# 1
C18H55N3O8 | the ωB97M-V functional and the def2-TZVPD basis

Atoms and positions in Å:
C: 5.240 0.568 -3.111
O: 4.597 -0.101 -2.045
C: 5.112 -1.426 -1.871
C: 4.257 -2.240 -0.898
C: 4.742 -3.667 -0.793
N: 2.883 -2.313 -1.468
H: 4.505 0.887 -3.855
H: 5.938 -0.028 -3.712
H: 5.875 1.370 -2.723
H: 5.218 -1.998 -2.798
H: 6.133 -1.327 -1.480
H: 4.235 -1.674 0.041
H: 5.738 -3.649 -0.335
H: 4.841 -4.117 -1.781
H: 4.147 -4.344 -0.182
H: 2.462 -1.399 -1.504
H: 2.335 -2.876 -0.826
C: -0.164 -0.141 5.240
O: -0.751 1.130 4.957
C: 0.151 2.053 4.409
C: 0.646 1.684 3.024
C: 1.617 2.758 2.529
N: -0.477 1.611 2.040
H: -0.702 -0.606 6.063
H: 0.853 0.058 5.586
H: -0.234 -0.807 4.381
H: -0.356 3.022 4.347
H: 0.970 2.256 5.116
H: 1.174 0.730 2.946
H: 2.467 2.786 3.216
H: 1.083 3.711 2.512
H: 2.035 2.560 1.543
H: -1.248 1.223 2.581
H: -0.694 2.571 1.789
C: -2.061 5.123 -4.701
O: -3.287 4.667 -4.122
C: -3.200 3.606 -3.181
C: -2.097 3.728 -2.126
C: -2.020 2.452 -1.300
N: -2.172 4.899 -1.266
H: -1.602 4.260 -5.189
H: -1.452 5.531 -3.888
H: -2.238 5.947 -5.386
H: -4.168 3.718 -2.681
H: -3.147 2.623 -3.662
H: -1.158 3.833 -2.686
H: -1.580 1.600 -1.810
H: -2.953 2.173 -0.790
H: -1.465 2.603 -0.367
H: -3.096 4.867 -0.810
H: -2.405 5.692 -1.878
C: -4.239 -1.277 3.157
C: -3.146 -1.924 2.317
O: -2.742 -3.206 2.779
H: -3.909 -1.217 4.198
H: -5.188 -1.814 3.186
H: -4.402 -0.249 2.830
H: -2.323 -1.208 2.427
H: -3.440 -2.009 1.271
H: -2.573 -3.723 1.983
C: 0.783 -4.610 1.696
C: 0.496 -3.137 1.480
O: -0.243 -3.012 0.260
H: -0.074 -5.279 1.756
H: 1.336 -4.781 2.624
H: 1.397 -4.943 0.855
H: 1.431 -2.570 1.481
H: -0.156 -2.766 2.280
H: -0.166 -2.058 0.022
C: -2.666 -1.782 -2.805
C: -3.153 -2.081 -1.388
O: -2.652 -3.375 -1.032
H: -1.630 -2.088 -2.928
H: -2.673 -0.706 -3.016
H: -3.337 -2.278 -3.506
H: -4.233 -2.026 -1.274
H: -2.706 -1.348 -0.708
H: -1.692 -3.292 -0.879
O: -0.149 -0.274 -0.249
H: 0.629 0.003 -0.767
H: -0.237 0.407 0.452
O: 2.032 0.831 -1.798
H: 2.887 0.431 -2.095
H: 2.214 1.771 -1.702

## Properties
LUMO: 0.348 eV
multiplicity: 1
largest force on an atom: 0.0372 Eh/bohr
SMILES: COC[C@H](C)N.COC[C@H](C)N.COC[C@H](C)N.CCO.CCO.CCO.O.O
highest occupied orbital energy: -9.329 eV
relative energy (zero: lowest compared OMol25 entry of this formula, charge and spin): 0.0 kJ/mol

Results of the Löwdin charge analysis, in e, for atoms 1 through 2: -0.10, -0.22



# 2
C7H12NO4OsS5 | the ωB97M-V functional and the def2-TZVPD basis

Atoms and positions in Å:
Os: 1.414 -0.652 -1.035
C: -0.127 2.364 -1.040
C: -0.266 2.513 0.474
S: 0.543 1.201 1.428
C: -0.815 0.434 2.338
C: -0.758 -1.089 2.220
S: -0.552 -1.814 0.577
C: -1.974 -1.253 -0.371
C: -1.997 0.205 -0.808
S: -0.529 0.728 -1.738
H: 0.901 2.528 -1.361
H: -0.760 3.087 -1.555
H: -1.306 2.585 0.786
H: 0.207 3.457 0.742
H: -1.770 0.832 2.002
H: -0.705 0.699 3.389
H: -1.655 -1.533 2.654
H: 0.100 -1.489 2.763
H: -2.874 -1.461 0.211
H: -1.989 -1.916 -1.237
H: -2.102 0.882 0.029
H: -2.836 0.366 -1.485
O: 4.892 0.181 0.311
S: 3.580 -0.216 0.007
O: 2.628 0.911 -0.507
O: 2.753 -0.910 1.021
O: 3.392 -1.136 -1.229
S: 0.934 -4.271 -3.776
C: 0.875 -3.077 -2.796
N: 0.796 -2.156 -2.012

## Properties
charge: +1
LUMO (spin up / spin down): -3.926 / -6.480 eV
multiplicity: 5
largest force on an atom: 0.0231 Eh/bohr
<S²>: 6.040
highest occupied orbital energy (spin up / spin down): -12.453 / -12.472 eV
relative energy (zero: lowest compared OMol25 entry of this formula, charge and spin): 16.0 kJ/mol

Results of the Löwdin charge analysis, in e, for atoms 1 through 2: 1.45, -0.46